[1]
14
Properties=species:S:1:pos:R:3 method="wB97M-V/def2-TZVPD" lumo_ev=0.4
C -0.423 -1.521 -0.632
C 0.401 -0.476 0.064
N 1.114 -0.840 1.140
O 0.900 0.539 -0.646
H 0.881 -1.662 1.674
H 1.742 -0.156 1.536
H 0.247 -2.096 -1.278
H -1.163 -1.031 -1.262
H -0.911 -2.195 0.074
C -0.411 1.465 -0.406
O 0.092 2.478 0.412
O -1.167 1.672 -1.341
H -0.482 3.237 0.236
H -0.819 0.585 0.427

[2]
14
Properties=species:S:1:pos:R:3 method="wB97M-V/def2-TZVPD" smiles="CCC(=O)O.N=O" lumo_ev="-0.5 / -0.5"
C 0.933 0.861 -0.628
C 0.009 0.698 0.530
C -1.356 0.207 0.130
O -1.602 -0.401 -0.883
O -2.251 0.367 1.118
H 1.777 1.512 -0.416
H 0.436 1.112 -1.560
H 1.411 -0.227 -0.823
H -0.067 1.575 1.172
H 0.430 -0.161 1.161
H -3.097 -0.029 0.857
N 1.517 -1.713 -0.376
O 1.076 -1.781 0.783
H 0.783 -2.019 -1.065

[3]
14
Properties=species:S:1:pos:R:3 method="wB97M-V/def2-TZVPD" smiles="N[C@@H](CO)C(=O)O" lumo_ev=0.4
N -0.112 -1.568 -0.217
C 0.509 -0.309 -0.354
C -0.352 0.752 -0.888
O -1.330 1.186 0.124
C 1.101 0.252 0.873
O 2.191 0.716 0.940
O 0.291 0.135 1.972
H -0.948 -1.510 0.344
H 0.499 -2.343 0.127
H 1.296 -0.469 -1.163
H -0.772 0.390 -1.845
H 0.335 1.556 -1.101
H -2.104 1.439 -0.478
H -0.603 -0.227 1.666

[4]
14
Properties=species:S:1:pos:R:3 method="wB97M-V/def2-TZVPD" lumo_ev=-2.6
O 0.693 1.070 -0.526
C -0.068 0.575 0.379
N -0.056 -0.735 0.849
C -1.319 -0.449 -0.144
O -1.272 -0.680 -1.329
C -0.429 1.500 1.545
H 0.731 -1.277 0.421
H -2.241 -0.657 0.399
H -1.335 1.185 2.041
H 0.447 1.491 2.183
H -0.544 2.542 1.299
H 1.338 0.301 -0.763
H 2.475 -1.580 -1.287
O 1.851 -1.133 -0.715

[5]
14
Properties=species:S:1:pos:R:3 method="wB97M-V/def2-TZVPD" smiles="O=CCNC=O.O" lumo_ev=0.2
O 0.876 2.454 -0.488
C 0.035 1.544 -0.538
C -0.007 0.491 -1.592
N 1.139 -0.129 -2.210
C 1.297 -1.555 -2.216
O 0.573 -2.323 -1.594
H -0.521 1.126 0.341
H -0.487 0.782 -2.502
H -0.453 -0.555 -1.210
H 1.751 0.337 -2.960
H 1.936 -1.687 -3.096
O -2.388 -0.329 6.158
H -2.048 0.623 6.305
H -1.702 -0.779 5.602

[6]
15
Properties=species:S:1:pos:R:3 method="wB97M-V/def2-TZVPD" total_charge=-1 lumo_ev=3.9
C -1.614 -0.970 -1.854
C -0.637 0.833 1.334
C 0.537 1.628 1.491
N 0.557 0.550 -1.934
O -2.151 -2.273 -2.022
O -2.323 0.032 -1.774
O 0.880 2.292 2.466
P 0.130 -1.077 -1.639
H -1.371 0.901 0.455
H -1.292 0.921 2.121
H -0.111 -0.173 1.214
H 1.340 1.455 0.717
H 1.158 0.648 -2.716
H -0.369 1.024 -2.096
H -1.366 -2.822 -2.464

Calculated energy in order - -398.911121, -398.877671, -398.969113, -398.816105, -398.913841, -740.346703 hartree
Calculated ΔE to the lowest compared entry with this formula, charge and spin in order - 332.2, 420.0, 180.0, 581.7, 325.1, 345.8 kJ/mol